Density functional theory data (the ωB97M-V functional and the def2-TZVPD basis) for a 2-piece molecular cluster, C2H3IO overall in a non-equilibrium geometry.

XYZ file:
```
7
Properties=species:S:1:pos:R:3
C -0.788 -1.398 -0.766
C -0.216 -2.187 0.110
O 0.186 -3.104 0.729
H -0.231 -0.472 -1.161
H -1.763 -1.407 -0.918
I 2.985 0.039 -0.027
H 1.802 -0.981 0.000
```

Summary:
**Energy relative to the best compared isomer or geometry (same formula, charge and spin)**: 1.388 eV
**HOMO-LUMO gap**: 9.82 eV
**2S+1**: 1
**HOMO energy**: -9.6385 eV
**Electronic energy**: -12269.0088 eV

***

Density functional theory data (the ωB97M-V functional and the def2-TZVPD basis) for a 2-piece molecular cluster, C2H3IO overall in a non-equilibrium geometry.

XYZ file:
```
7
Properties=species:S:1:pos:R:3
C 0.326 0.306 -0.489
C -0.634 1.004 0.271
O -1.050 -0.179 -0.297
I 0.101 -2.736 0.663
H 0.681 0.754 -1.381
H 1.048 -0.405 -0.014
H -0.473 1.256 1.246
```

Summary:
**Energy relative to the best compared isomer or geometry (same formula, charge and spin)**: 4.276 eV
**HOMO-LUMO gap (alpha / beta)**: 9.50 / 6.34 eV
**2S+1**: 1
**HOMO energy (alpha / beta)**: -9.8403 / -9.0592 eV
**Electronic energy**: -12266.1209 eV

***

Density functional theory data (the ωB97M-V functional and the def2-TZVPD basis) for a 2-piece molecular cluster, C2H3IOS2 overall in a non-equilibrium geometry.

XYZ file:
```
9
Properties=species:S:1:pos:R:3
C -0.161 0.348 -0.045
C 1.444 -1.164 -0.061
O 0.273 1.437 -0.028
S -3.039 1.175 0.446
S -1.725 -0.373 0.103
I 3.120 0.080 0.336
H 1.432 -1.635 -1.011
H 1.330 -1.595 0.851
H -2.675 1.726 -0.591
```

Summary:
**Energy relative to the best compared isomer or geometry (same formula, charge and spin)**: 2.051 eV
**HOMO-LUMO gap**: 8.31 eV
**2S+1**: 1
**HOMO energy**: -8.7332 eV
**Electronic energy**: -33938.6151 eV

***

Density functional theory data (the ωB97M-V functional and the def2-TZVPD basis) for a 2-piece molecular cluster, C2H3IS2 overall in a non-equilibrium geometry.

XYZ file:
```
8
Properties=species:S:1:pos:R:3
C -0.165 -1.647 0.225
C 0.907 0.809 -0.250
S -0.213 -3.127 -0.783
S 1.167 -2.659 0.681
I 2.847 0.258 -0.092
H -1.090 -1.441 0.762
H 0.594 1.321 0.673
H 0.149 -0.002 -0.615
```

Summary:
**Energy relative to the best compared isomer or geometry (same formula, charge and spin)**: 4.899 eV
**HOMO-LUMO gap**: 6.23 eV
**2S+1**: 1
**HOMO energy**: -7.8157 eV
**Electronic energy**: -31888.2859 eV

***

Density functional theory data (the ωB97M-V functional and the def2-TZVPD basis) for C2H3Li2O2Tl as an isolated structure in a non-equilibrium geometry.

XYZ file:
```
10
Properties=species:S:1:pos:R:3
O 1.220 1.023 1.490
C 0.317 -1.240 -0.278
C -0.767 -0.332 -0.279
O -0.297 0.796 -0.785
Li -0.443 1.813 1.088
H 0.080 -2.257 -0.612
H 1.303 -1.027 -0.725
H -1.844 -0.364 -0.096
Tl 0.202 -0.354 2.403
Li 0.229 1.942 -2.207
```

Summary:
**Energy relative to the best compared isomer or geometry (same formula, charge and spin)**: 2.508 eV
**HOMO-LUMO gap (alpha / beta)**: 7.42 / 6.33 eV
**2S+1**: 2
**Total charge**: +1
**HOMO energy (alpha / beta)**: -11.7116 / -11.7755 eV
**Electronic energy**: -11312.0705 eV

***

Density functional theory data (the ωB97M-V functional and the def2-TZVPD basis) for C2H3LiOTb as an isolated structure in a non-equilibrium geometry.

XYZ file:
```
8
Properties=species:S:1:pos:R:3
C -1.249 -0.109 0.433
C -0.239 0.784 0.589
O 1.061 0.329 0.668
Li 0.919 -0.990 -0.869
H -2.282 0.228 0.321
H -1.099 -1.202 0.469
Tb 1.460 2.576 0.842
H 1.430 -1.615 -2.452
```

Summary:
**Energy relative to the best compared isomer or geometry (same formula, charge and spin)**: 0.000 eV
**HOMO-LUMO gap (alpha / beta)**: 6.19 / 6.46 eV
**2S+1**: 7
**Total charge**: +1
**HOMO energy (alpha / beta)**: -11.1342 / -11.1602 eV
**Electronic energy**: -26797.8752 eV

***

Density functional theory data (the ωB97M-V functional and the def2-TZVPD basis) for C2H3MnO2 as an isolated structure in a non-equilibrium geometry.

XYZ file:
```
8
Properties=species:S:1:pos:R:3
C -0.850 0.001 0.761
C -1.869 0.429 0.103
O -2.672 0.891 -0.647
H -0.843 -0.644 1.635
Mn 0.797 1.281 0.229
O 1.655 -0.308 -0.678
H 1.172 -1.182 -0.721
H 2.609 -0.467 -0.681
```

Summary:
**Energy relative to the best compared isomer or geometry (same formula, charge and spin)**: 0.000 eV
**HOMO-LUMO gap (alpha / beta)**: 6.33 / 7.99 eV
**2S+1**: 7
**HOMO energy (alpha / beta)**: -6.3739 / -8.4348 eV
**Electronic energy**: -37534.7668 eV

***

Density functional theory data (the ωB97M-V functional and the def2-TZVPD basis) for one molecule with the formula C2H3N in a non-equilibrium geometry.

XYZ file:
```
6
Properties=species:S:1:pos:R:3
C -0.012 -0.124 -0.156
C 0.129 -1.227 -1.429
N 0.061 -2.057 -2.180
H -0.923 -0.495 0.200
H 0.229 0.981 -0.361
H 0.651 -0.555 0.666
```

Summary:
**Energy relative to the best compared isomer or geometry (same formula, charge and spin)**: 1.110 eV
**HOMO-LUMO gap**: 12.77 eV
**2S+1**: 1
**HOMO energy**: -12.0844 eV
**Electronic energy**: -3611.2479 eV

***

Density functional theory data (the ωB97M-V functional and the def2-TZVPD basis) for one molecule with the formula C2H3N in a non-equilibrium geometry.

XYZ file:
```
6
Properties=species:S:1:pos:R:3
C -0.280 -0.185 0.256
C 0.812 0.344 -0.426
N 1.625 0.793 -1.059
H -0.854 -0.718 -0.473
H -0.188 -0.759 1.153
H -1.114 0.525 0.549
```

Summary:
**Energy relative to the best compared isomer or geometry (same formula, charge and spin)**: 0.409 eV
**HOMO-LUMO gap**: 12.52 eV
**2S+1**: 1
**HOMO energy**: -11.7336 eV
**Electronic energy**: -3611.9492 eV

***

Density functional theory data (the ωB97M-V functional and the def2-TZVPD basis) for an isolated ion of composition C2H3N2O2 and charge -1 in a non-equilibrium geometry.

XYZ file:
```
9
Properties=species:S:1:pos:R:3
C -0.265 -0.915 1.593
C -0.159 0.494 -1.245
N 0.723 -0.291 1.379
N 1.576 0.127 0.497
O -1.110 -1.371 2.302
O 0.936 1.043 -0.473
H -0.810 -0.175 -0.498
H -0.040 -0.153 -2.141
H -0.850 1.242 -1.414
```

Summary:
**Energy relative to the best compared isomer or geometry (same formula, charge and spin)**: 3.578 eV
**HOMO-LUMO gap (alpha / beta)**: 5.86 / 5.86 eV
**2S+1**: 1
**Total charge**: -1
**HOMO energy (alpha / beta)**: -1.6158 / -1.6148 eV
**Electronic energy**: -9194.1257 eV

***

Density functional theory data (the ωB97M-V functional and the def2-TZVPD basis) for a 2-piece molecular cluster, C2H3N2O2 overall in a non-equilibrium geometry.

XYZ file:
```
9
Properties=species:S:1:pos:R:3
C -0.867 0.253 -0.126
C 2.639 0.185 -0.001
N -2.110 0.361 -0.054
N -0.077 -0.736 0.249
O 3.723 0.383 -0.236
O -3.291 0.292 -0.262
H -0.520 1.301 -0.498
H 0.882 -0.418 0.271
H -0.380 -1.621 0.657
```

Summary:
**Energy relative to the best compared isomer or geometry (same formula, charge and spin)**: 4.387 eV
**HOMO-LUMO gap**: 8.11 eV
**2S+1**: 1
**Total charge**: +1
**HOMO energy**: -15.5215 eV
**Electronic energy**: -9185.9377 eV

***

Density functional theory data (the ωB97M-V functional and the def2-TZVPD basis) for an isolated ion of composition C2H3N2O2 and charge +1 in a non-equilibrium geometry.

XYZ file:
```
9
Properties=species:S:1:pos:R:3
O 0.519 1.624 -0.020
C -0.626 1.227 0.046
C -0.869 -0.195 0.078
N 0.248 -0.919 0.034
N 1.423 -0.449 -0.274
O 2.499 -0.594 0.149
H -1.491 1.903 0.012
H -1.840 -0.650 -0.036
H 0.137 -1.947 0.010
```

Summary:
**Energy relative to the best compared isomer or geometry (same formula, charge and spin)**: 5.784 eV
**HOMO-LUMO gap (alpha / beta)**: 7.57 / 7.80 eV
**2S+1**: 1
**Total charge**: +1
**HOMO energy (alpha / beta)**: -15.2080 / -15.4885 eV
**Electronic energy**: -9184.5398 eV